Record 1
Density functional theory data (ωB97M-V with the def2-TZVPD basis set) for a molecular structure, C46H46ClN8O9Re at a distorted geometry.

```
! wB97M-V def2-TZVPD RIJCOSX def2/J DEFGRID3
* xyz 1 4
Re 0.79202 -1.77234 1.30511
C 2.39703 -4.38829 -1.44425
C 2.96350 -3.05380 -1.78280
C 3.46106 -2.86104 -3.07520
C 4.05137 -1.67336 -3.44765
C 4.25859 -0.70509 -2.49421
C 3.84547 -0.84991 -1.13102
C 4.17547 0.24137 -0.17172
C 3.05726 -1.98179 -0.86690
N 2.57753 -2.30674 0.45247
C 3.38960 -3.12209 1.20979
O 4.52097 -3.44968 0.89284
C 2.77033 -3.57938 2.49566
C 3.41636 -4.30772 3.50136
C 2.64011 -4.53731 4.60405
C 1.31168 -4.16857 4.74285
C 0.74452 -3.49804 3.66716
N 1.50699 -3.15504 2.61769
C -0.68122 -3.10570 3.57132
O -1.51936 -3.43387 4.38927
N -0.94251 -2.30709 2.44138
C -2.25579 -1.96084 2.13091
C -2.82428 -0.85205 2.76632
C -2.13183 -0.00707 3.80640
C -4.14520 -0.51017 2.47387
C -4.86883 -1.30350 1.61523
C -4.37599 -2.52706 1.17975
C -3.03968 -2.89596 1.43289
C -2.53290 -4.18854 0.90428
H 2.50352 -5.00687 -2.32879
H 1.32957 -4.37797 -1.22323
H 2.88864 -4.94613 -0.63959
H 3.38395 -3.69064 -3.80051
H 4.34537 -1.53278 -4.47406
H 4.78721 0.22728 -2.78661
H 5.23146 0.53862 -0.29950
H 4.08221 -0.06384 0.86793
H 3.58714 1.16335 -0.37192
H 4.43284 -4.62739 3.37444
H 3.09839 -5.00528 5.44336
H 0.71078 -4.42948 5.60854
H -2.92562 0.35756 4.45326
H -1.69113 0.89804 3.34350
H -1.37918 -0.47846 4.42332
H -4.62307 0.38099 2.94112
H -5.85332 -0.97018 1.28665
H -5.03860 -3.21495 0.62341
H -3.40588 -4.78881 0.55367
H -2.01171 -4.76928 1.66279
H -1.83949 -4.05081 0.01771
O 2.90404 -0.75363 3.14086
C 2.05296 0.09917 3.05523
O 0.86197 -0.02920 2.35520
C 2.26342 1.46305 3.67753
C 1.41538 2.47776 3.31528
C 1.78534 3.75171 3.79645
C 2.92915 4.07510 4.47685
C 3.71535 2.96643 4.77549
C 3.45439 1.66049 4.39266
N 4.97249 3.22140 5.50899
O 5.20959 4.37921 5.76981
O 5.65708 2.20141 5.68021
N 0.89822 4.86570 3.45901
O 1.24730 5.94665 3.88344
O -0.04351 4.53965 2.74521
H 0.51176 2.31681 2.74724
H 3.17765 5.08171 4.80775
H 4.11683 0.82580 4.60910
C -2.65640 4.50985 -4.40608
C -1.43367 4.19939 -3.55090
C -1.51760 5.24379 -2.42040
C -0.18765 4.46165 -4.38748
C -1.49269 2.68963 -3.06580
O -1.13641 1.77034 -4.09435
C -2.92647 2.31191 -2.39627
C -3.90005 1.42744 -3.24858
C -3.55823 -0.03347 -3.42459
C -3.31792 -0.58292 -4.68294
C -2.93067 -1.92268 -4.84552
C -2.74694 -2.68947 -3.70435
Cl -1.66068 -4.04219 -3.73164
C -3.30423 -2.29286 -2.47991
C -3.67924 -0.94197 -2.35259
C -0.33092 2.55358 -2.02447
N -0.29789 1.22642 -1.39396
C -0.28816 0.82598 -0.13196
N -0.03868 -0.48821 -0.08565
C -0.09373 -0.91002 -1.38470
N -0.17760 0.05197 -2.24757
H -2.61443 5.57269 -4.67577
H -3.62433 4.36997 -3.87863
H -2.62735 3.87811 -5.32980
H -1.64530 6.23114 -2.91793
H -0.59299 5.33442 -1.84522
H -2.40128 5.09789 -1.76809
H -0.33463 5.41157 -4.93364
H -0.01999 3.68301 -5.16283
H 0.69666 4.57885 -3.76907
H -1.63302 2.01874 -4.90235
H -3.44006 3.22074 -2.09319
H -2.75461 1.75942 -1.46970
H -4.02093 1.86993 -4.26635
H -4.88932 1.44536 -2.76155
H -3.36250 0.09394 -5.54763
H -2.61593 -2.35173 -5.80234
H -3.36062 -2.96192 -1.64719
H -3.96157 -0.58951 -1.34630
H -0.54094 3.20732 -1.17769
H 0.65435 2.80060 -2.43365
H -0.49366 1.49708 0.71479
H -0.04648 -1.97730 -1.58480
*
```

## Properties
Energy above the lowest of the compared OMol25 structures with the same formula, charge and spin ... 0.0 kcal per mole
Maximum force ... 3.38 eV/A
Expectation value of S² ... 3.772
E ... -3433.8124 Ha
HOMO energy (alpha / beta) ... -10.89 / -10.89 eV

These are the Mulliken partial charges, in e, on atoms 1 to 8:
1. Re 0.48
2. C -1.38
3. C 1.52
4. C -0.98
5. C -0.97
6. C -0.83
7. C 1.00
8. C -1.59

***

Record 2
Density functional theory data (ωB97M-V with the def2-TZVPD basis set) for a single C2H6N4S molecule at a distorted geometry.

```
! wB97M-V def2-TZVPD RIJCOSX def2/J DEFGRID3
* xyz 0 1
H 0.57801 0.48951 2.66679
N 0.82234 0.48580 1.70129
C -0.21319 0.11398 0.95381
N -1.45818 -0.20069 1.51493
C -0.16892 0.15761 -0.55096
N -1.28203 -0.11220 -1.20279
H -0.99829 -0.28339 -2.18646
N 1.10565 0.47246 -0.97654
S 1.70992 0.29911 -2.54050
H -2.25312 -0.58150 0.91594
H -1.55625 -0.20194 2.52822
H 1.79704 0.47459 -0.16637
H 1.91700 -1.11334 -2.65735
*
```

## Properties
Energy above the lowest of the compared OMol25 structures with the same formula, charge and spin ... 18.9 kcal per mole
Maximum force ... 3.83 eV/A
E ... -696.9960 Ha
HOMO energy ... -9.39 eV

These are the Mulliken partial charges, in e, on atoms 1 to 8:
1. H 0.21
2. N -0.71
3. C 0.50
4. N -0.39
5. C 0.31
6. N -0.67
7. H 0.25
8. N -0.31

***

Record 3
Density functional theory data (ωB97M-V with the def2-TZVPD basis set) for a molecular structure, C5H8NaO5 at a distorted geometry.

```
! wB97M-V def2-TZVPD RIJCOSX def2/J DEFGRID3
* xyz 0 2
C 1.14353 0.24103 -1.67031
C 0.24281 -0.17725 -2.75431
O -0.42426 0.59718 -3.42131
H 2.02654 -0.41321 -1.62682
H 0.26238 -1.25856 -3.01270
H 1.45880 1.28577 -1.76438
C 1.54919 0.40633 1.12356
C 0.40756 0.08797 0.16973
O 1.90847 1.77101 1.04259
H 2.40894 -0.24539 0.89005
H 1.27796 0.13706 2.15743
H 0.36861 -1.01143 0.09830
H -0.20749 0.99238 0.03968
H 2.59635 1.96007 1.68590
O -1.25162 -0.33944 1.62348
C -2.51190 -0.63116 1.42358
O -2.84801 -1.15063 0.33273
O -3.29130 -0.50662 2.39992
Na -5.11656 -1.74511 1.26289
*
```

## Properties
Maximum force ... 5.28 eV/A
Expectation value of S² ... 0.758
E ... -733.7114 Ha
HOMO energy (alpha / beta) ... -8.72 / -8.62 eV

These are the Mulliken partial charges, in e, on atoms 1 to 8:
1. C -0.71
2. C 0.07
3. O -0.51
4. H 0.39
5. H 0.29
6. H 0.37
7. C -0.34
8. C -0.53